# 1
Entry from OMol25: a cluster of 3 separate species, C5H11N in total (wB97M-V/def2-TZVPD).

Each line ends with the natural charge from an NBO analysis.
Geometry (Å):
C -0.62 -0.63 -2.12  0.060
N -1.01 -1.35 -1.17  -0.316
C -1.79 -0.08 -1.47  -0.324
H 0.16 -0.61 -2.86  0.212
H -1.69 0.73 -0.75  0.188
H -2.78 -0.20 -1.90  0.182
H 0.86 1.56 -1.09  0.007
H 1.06 1.77 -1.78  -0.010
C 0.32 1.22 1.51  -0.435
C 0.10 -0.09 1.52  -0.154
C 1.16 -1.15 1.39  -0.656
H -0.48 1.94 1.61  0.199
H 1.33 1.63 1.42  0.190
H -0.92 -0.46 1.62  0.200
H 2.15 -0.70 1.20  0.206
H 0.92 -1.83 0.57  0.234
H 1.23 -1.75 2.30  0.218

Values from the calculation:
**Calculated total energy**: -251.7183 Eh
**Frontier orbital gap**: 10.8 eV
**SMILES**: C1=NC1.[H][H].C=CC

# 2
Entry from OMol25: a structure of composition C36H34N4O6RbSSb (wB97M-V/def2-TZVPD).

Each line ends with the Mulliken charge.
Geometry (Å):
Rb 1.09 -0.07 0.97  0.734
C 3.76 -2.78 -2.17  -1.384
C 2.48 -2.52 -1.40  0.099
N 2.45 -1.94 -0.25  0.401
N 3.57 -1.42 0.25  -0.502
C 3.54 -1.11 1.56  -0.310
O 2.73 -1.51 2.40  -0.664
C 4.68 -0.24 1.99  0.734
C 4.45 0.74 2.95  -0.452
C 5.50 1.52 3.42  -0.679
C 6.79 1.32 2.94  -0.350
C 7.02 0.35 1.98  -0.607
C 5.97 -0.42 1.50  -0.224
C 1.22 -2.92 -1.99  0.819
C 1.16 -3.58 -3.24  -0.691
C -0.05 -3.95 -3.77  -0.580
C -1.21 -3.65 -3.07  -0.901
C -1.07 -2.99 -1.86  -0.112
N 0.08 -2.64 -1.33  0.033
H 4.57 -2.29 -1.63  0.291
H 3.70 -2.36 -3.17  0.323
H 3.96 -3.84 -2.24  0.286
H 3.45 0.88 3.34  0.603
H 5.32 2.28 4.17  0.392
H 7.61 1.91 3.33  0.353
H 8.03 0.18 1.62  0.351
H 6.14 -1.18 0.76  0.354
H 2.07 -3.78 -3.78  0.320
H -0.11 -4.46 -4.73  0.383
H -2.19 -3.92 -3.45  0.426
H -1.95 -2.70 -1.29  0.429
O -1.48 3.01 7.67  -0.738
C -0.99 3.42 6.61  0.383
O -0.59 4.56 6.31  -0.733
C -0.88 2.34 5.48  0.150
C -1.03 0.99 5.78  -0.644
C -1.03 0.06 4.76  -0.565
N -0.89 0.38 3.47  0.336
C -0.70 1.66 3.18  1.086
C -0.67 2.66 4.15  -0.725
C -0.44 1.97 1.72  -0.657
O 0.63 2.53 1.46  -0.732
O -1.28 1.57 0.86  -0.473
H -1.17 0.69 6.81  0.435
H -1.16 -1.00 4.96  0.425
H -0.50 3.69 3.86  0.579
O 0.86 0.88 -1.36  -0.853
S -0.60 0.82 -1.39  1.454
C -0.97 0.04 -3.02  0.124
C -2.28 -0.34 -3.28  -0.261
C -2.60 -0.94 -4.48  -0.881
C -1.61 -1.16 -5.43  -0.473
C -0.30 -0.78 -5.17  -0.686
C 0.02 -0.19 -3.96  -0.304
C -1.14 2.36 -2.19  0.248
C -2.47 2.73 -2.15  -0.083
C -2.90 3.85 -2.83  -0.748
C -2.00 4.62 -3.55  -0.434
C -0.66 4.25 -3.59  -0.744
C -0.23 3.13 -2.90  -0.305
H -3.03 -0.18 -2.52  0.316
H -3.62 -1.23 -4.69  0.428
H -1.86 -1.63 -6.37  0.376
H 0.47 -0.96 -5.91  0.404
H 1.03 0.10 -3.72  0.503
H -3.16 2.13 -1.57  0.340
H -3.94 4.14 -2.80  0.404
H -2.33 5.50 -4.08  0.362
H 0.04 4.84 -4.16  0.391
H 0.81 2.83 -2.90  0.447
C -5.10 -1.76 0.57  -1.448
Sb -3.33 -0.44 0.96  0.640
C -2.23 -2.09 1.82  -1.212
C -4.17 0.17 2.86  -1.210
H -5.34 -2.41 1.40  0.384
H -4.91 -2.37 -0.31  0.365
H -5.96 -1.14 0.36  0.373
H -2.75 -2.44 2.71  0.486
H -1.24 -1.72 2.10  0.160
H -2.13 -2.90 1.11  0.427
H -4.39 -0.70 3.47  0.363
H -5.09 0.73 2.70  0.417
H -3.46 0.80 3.37  0.228

Values from the calculation:
**Calculated total energy**: -2725.2608 Eh
**Frontier orbital gap**: 6.6 eV
**Total charge**: -2

# 3
Entry from OMol25: a cluster of 2 separate species, C3H4Si in total (wB97M-V/def2-TZVPD).

Each line ends with the natural charge from an NBO analysis.
Geometry (Å):
C -2.35 0.86 -0.24  -1.005
Si -1.38 -0.51 0.05  0.918
H -2.79 1.06 -1.23  0.223
H -0.66 -1.52 0.65  -0.148
C 1.92 0.17 0.72  -0.214
C 1.85 -0.24 -0.41  -0.223
H 1.96 0.56 1.74  0.247
H 1.45 -0.37 -1.27  0.201

Values from the calculation:
**Calculated total energy**: -405.9056 Eh
**Frontier orbital gap**: 7.9 eV
**SMILES**: C#[SiH].C#C

# 4
Entry from OMol25: a cluster of 2 separate species, C59H70N5O4 in total (wB97M-V/def2-TZVPD).

Each line ends with the Mulliken charge.
Geometry (Å):
C -0.03 -0.39 -4.46  -1.701
C -0.81 0.62 -3.64  2.309
C 0.09 1.83 -3.37  -1.645
C -2.01 1.06 -4.48  -1.877
C -1.36 0.09 -2.29  -0.032
C -2.04 1.03 -1.53  -0.501
C -2.57 0.68 -0.30  -0.966
C -2.43 -0.61 0.20  0.050
C -2.06 -1.64 -0.66  -0.189
C -2.60 -3.07 -0.35  2.401
C -1.55 -4.00 0.24  -1.482
C -3.25 -3.66 -1.60  -1.667
C -3.69 -3.00 0.73  -2.202
C -1.24 -1.22 -1.77  -0.347
N -0.04 -1.93 -2.02  1.268
C 1.19 -1.45 -1.60  0.941
C 1.37 -0.20 -1.01  -1.577
C 2.70 0.37 -0.96  0.097
C 3.59 0.22 -2.07  -0.135
C 4.96 0.35 -1.89  -0.426
C 5.41 0.68 -0.59  -0.534
N 6.67 0.15 -0.16  1.079
O 6.96 0.24 1.06  -0.656
O 7.39 -0.44 -1.00  -0.628
C 4.54 1.15 0.41  -0.681
C 3.18 1.00 0.22  -0.678
N 2.04 -2.54 -1.59  2.026
C 3.38 -2.68 -1.05  -0.824
C 3.64 -2.51 0.34  0.238
C 2.62 -2.74 1.51  2.467
C 3.19 -2.20 2.83  -2.338
C 2.38 -4.26 1.62  -1.853
C 1.27 -2.07 1.37  -0.872
C 4.99 -2.37 0.71  0.251
C 6.01 -2.84 -0.11  -1.522
C 5.66 -3.40 -1.33  -0.709
C 4.41 -3.15 -1.91  0.277
C 4.42 -3.42 -3.46  2.003
C 5.70 -2.78 -4.05  -1.479
C 3.29 -2.83 -4.28  -1.634
C 4.49 -4.93 -3.68  -1.725
C 1.35 -3.64 -2.09  -1.147
C 0.10 -3.25 -2.38  -1.357
H -0.63 -1.28 -4.70  0.247
H 0.27 0.08 -5.41  0.531
H 0.89 -0.69 -3.95  0.200
H -0.46 2.66 -2.91  0.378
H 0.92 1.56 -2.71  0.203
H 0.52 2.20 -4.32  0.469
H -2.60 1.83 -3.97  0.283
H -1.69 1.45 -5.45  0.475
H -2.67 0.19 -4.65  0.433
H -2.17 2.06 -1.87  0.572
H -3.15 1.39 0.27  -0.091
H -2.73 -0.80 1.23  0.187
H -1.10 -3.57 1.14  0.156
H -2.02 -4.95 0.51  0.631
H -0.75 -4.24 -0.47  0.279
H -4.13 -3.05 -1.86  0.436
H -2.58 -3.65 -2.46  0.183
H -3.57 -4.69 -1.41  0.422
H -4.50 -2.32 0.45  0.461
H -4.13 -4.00 0.88  0.453
H -3.29 -2.70 1.70  0.413
H 0.53 0.33 -0.59  0.537
H 3.18 -0.04 -3.05  0.587
H 5.69 0.15 -2.67  0.542
H 4.97 1.55 1.33  0.444
H 2.47 1.29 0.99  0.543
H 3.45 -1.14 2.72  0.406
H 2.44 -2.28 3.62  0.441
H 4.08 -2.75 3.16  0.481
H 1.94 -4.65 0.70  0.250
H 3.32 -4.79 1.81  0.359
H 1.68 -4.47 2.45  0.471
H 0.70 -2.44 0.52  -0.932
H 0.67 -2.27 2.27  0.962
H 1.38 -0.98 1.28  -0.003
H 5.27 -1.98 1.68  0.381
H 7.04 -2.85 0.23  0.363
H 6.42 -3.96 -1.88  0.431
H 6.62 -3.25 -3.70  0.359
H 5.68 -2.85 -5.14  0.477
H 5.74 -1.71 -3.78  0.212
H 2.37 -3.40 -4.20  0.269
H 3.13 -1.78 -4.02  0.167
H 3.60 -2.85 -5.33  0.635
H 3.61 -5.43 -3.26  0.285
H 4.52 -5.16 -4.75  0.444
H 5.38 -5.37 -3.21  0.320
H 1.83 -4.60 -2.21  0.402
H -0.70 -3.80 -2.85  0.582
C 1.19 7.37 -0.97  -0.916
O 0.23 6.34 -0.62  -0.434
C 0.10 5.98 0.68  0.303
C -0.80 4.92 0.93  -0.267
C -0.92 4.44 2.21  0.538
C -0.23 5.06 3.27  -0.154
C 0.64 6.12 3.07  -1.141
C 0.82 6.58 1.76  -0.889
N -0.66 4.47 4.47  0.140
C -0.19 4.85 5.78  -0.931
C -1.57 3.49 4.20  -0.733
C -1.77 3.41 2.80  0.583
C -2.67 2.64 2.07  -0.195
C -3.62 1.79 2.72  0.936
C -3.36 0.97 3.83  -1.279
N -4.50 0.33 4.21  0.306
C -4.62 -0.61 5.31  -0.993
C -5.55 0.69 3.38  -0.083
C -5.07 1.65 2.45  0.553
C -5.98 2.28 1.62  0.434
C -7.36 1.93 1.74  0.119
O -8.37 2.55 1.08  -0.460
C -8.11 3.74 0.30  -0.746
C -7.78 0.89 2.62  -0.909
C -6.87 0.30 3.47  -1.063
H 1.09 7.45 -2.05  0.257
H 0.94 8.33 -0.48  0.361
H 2.21 7.08 -0.69  0.378
H -1.41 4.51 0.12  0.494
H 1.18 6.56 3.90  0.255
H 1.53 7.38 1.55  0.439
H 0.61 5.58 5.65  0.296
H -0.99 5.31 6.38  0.332
H 0.17 3.96 6.31  0.342
H -2.07 2.93 4.98  0.795
H -2.75 2.93 1.02  0.747
H -2.42 0.82 4.35  0.770
H -5.68 -0.85 5.45  0.293
H -4.06 -1.53 5.10  0.337
H -4.23 -0.19 6.25  0.338
H -5.64 3.07 0.94  0.502
H -9.09 4.01 -0.08  0.244
H -7.71 4.55 0.93  0.319
H -7.42 3.51 -0.53  0.294
H -8.83 0.63 2.62  0.458
H -7.18 -0.47 4.18  0.270

Values from the calculation:
**Calculated total energy**: -2864.5221 Eh
**Frontier orbital gap**: 3.6 eV
**Total charge**: +1